1.
Here is C14H13CsO5P as an isolated structure at a distorted geometry from the OMol25 dataset. Energies are from wB97M-V/def2-TZVPD.

ΔE to the lowest compared entry with this formula, charge and spin in kcal per mole: 150.50
Kohn-Sham gap in eV: 6.1
Energy in eV: -34789.837
F_max in eV Å⁻¹: 5.5

Geometry as ORCA input:
```
! RIJCOSX wB97M-V def2-TZVPD def2/J DEFGRID3
* xyz 1 1
C 3.934 0.520 2.192
P 3.120 -0.431 0.776
O 2.703 -1.977 1.475
C 1.419 0.320 0.327
C 0.979 0.420 -1.041
C 1.880 -0.037 -2.272
C 1.229 -1.186 -3.195
C 0.044 -2.007 -2.509
O 0.229 -2.796 -1.554
O -1.275 -1.837 -3.077
C -0.478 1.052 -1.328
O -0.758 1.708 -2.369
C -1.587 0.846 -0.180
C -3.119 0.723 -0.449
C -4.090 0.533 0.771
C -3.560 0.484 2.301
C -1.989 0.608 2.560
C -1.088 0.760 1.306
C 0.496 0.837 1.531
O 0.912 1.325 2.612
H 4.953 0.062 2.455
H 3.963 1.646 1.998
H 3.273 0.371 3.127
H 1.780 -1.839 1.788
H 2.941 -0.355 -2.000
H 1.997 0.895 -2.952
H 0.920 -0.811 -4.245
H 2.073 -1.953 -3.400
H -1.687 -2.740 -3.140
H -3.517 0.756 -1.514
H -5.245 0.396 0.633
H -4.264 0.331 3.223
H -1.526 0.586 3.615
Cs -4.665 2.790 2.535
*
```

Results of the Löwdin charge analysis, in e, for atoms 1 through 4: C -0.2996; P 0.9267; O -0.3300; C -0.1989


2.
Here is a 2-piece molecular cluster, C14H13F3N2O3S2 overall at a distorted geometry from the OMol25 dataset. Energies are from wB97M-V/def2-TZVPD.

ΔE to the lowest compared entry with this formula, charge and spin in kcal per mole: 40.10
Kohn-Sham gap in eV: 5.1
Energy in eV: -53671.762
F_max in eV Å⁻¹: 3.7

Geometry as ORCA input:
```
! RIJCOSX wB97M-V def2-TZVPD def2/J DEFGRID3
* xyz 0 1
C -2.506 -0.814 1.116
C -1.143 -0.272 1.141
C -0.780 1.151 1.483
N 0.693 1.160 1.424
C 1.142 -0.090 1.230
C 2.594 -0.342 1.333
C 0.049 -0.952 0.925
H -2.500 -1.715 0.492
H -2.914 -1.097 2.096
H -3.226 -0.110 0.685
H -1.233 1.866 0.807
H 1.190 1.729 2.111
H 2.782 -1.425 1.358
H 3.143 0.093 0.477
H 3.014 0.111 2.250
H 0.174 -1.996 0.637
F -0.863 4.121 2.224
C -1.761 3.280 2.842
F -2.054 3.775 4.052
F -2.862 3.233 2.053
S -0.984 1.660 3.169
N -3.896 1.885 4.697
C -3.791 2.096 6.046
O -2.916 2.696 6.677
C -5.047 1.533 6.625
C -5.741 0.752 5.723
C -7.015 0.282 6.026
C -7.599 0.674 7.246
C -6.909 1.506 8.146
C -5.609 1.928 7.834
S -4.804 0.641 4.188
O -5.543 1.027 3.009
O -4.084 -0.621 4.179
H -7.520 -0.349 5.294
H -8.617 0.345 7.491
H -7.387 1.834 9.069
H -5.034 2.603 8.459
*
```

Results of the Löwdin charge analysis, in e, for atoms 1 through 4: C 0.0011; C -0.1782; C -0.4714; N 0.0461


3.
Here is C14H13F4IN5ORh as an isolated structure at a distorted geometry from the OMol25 dataset. Energies are from wB97M-V/def2-TZVPD.

ΔE to the lowest compared entry with this formula, charge and spin in kcal per mole: 10.23
Kohn-Sham gap (spin up / spin down) in eV: 7.2 / 7.2
Energy in eV: -46200.813
F_max in eV Å⁻¹: 1.7

Geometry as ORCA input:
```
! RIJCOSX wB97M-V def2-TZVPD def2/J DEFGRID3
* xyz 0 1
Rh -0.835 -0.673 -0.235
C -1.877 2.053 0.234
N -1.518 0.828 0.968
C -2.699 0.363 1.726
C -0.369 1.154 1.870
C 0.375 -0.091 2.295
N 0.600 -0.825 1.056
C 1.544 -1.821 0.930
C 1.699 -2.402 -0.328
F 0.875 -1.978 -1.340
C 2.595 -3.421 -0.578
F 2.664 -3.913 -1.820
C 3.399 -3.924 0.423
C 3.236 -3.381 1.682
F 3.956 -3.853 2.705
C 2.329 -2.370 1.945
F 2.200 -1.936 3.215
H -1.979 2.876 0.946
H -2.828 1.901 -0.266
H -1.110 2.298 -0.499
H -3.034 1.150 2.409
H -2.452 -0.530 2.292
H -3.494 0.126 1.020
H -0.737 1.732 2.725
H 0.301 1.796 1.294
H -0.224 -0.687 2.998
H 1.298 0.178 2.810
H 4.102 -4.720 0.234
I -1.769 -3.150 2.147
C -1.673 -2.358 0.180
H -2.696 -2.331 -0.191
H -1.083 -3.080 -0.394
O -2.363 -0.477 -1.746
N -1.851 0.577 -2.349
C -2.701 1.419 -2.859
C -4.138 1.234 -2.803
N -5.275 1.081 -2.741
C -2.158 2.629 -3.441
N -1.713 3.584 -3.899
*
```

Results of the Löwdin charge analysis, in e, for atoms 1 through 4: Rh 1.0804; C -0.0631; N -0.3498; C -0.0756


4.
Here is C14H13IrN2O5S2 as an isolated structure from the OMol25 dataset. Energies are from wB97M-V/def2-TZVPD.

ΔE to the lowest compared entry with this formula, charge and spin in kcal per mole: 6.44
Kohn-Sham gap (spin up / spin down) in eV: 6.8 / 7.0
Energy in eV: -52451.705
F_max in eV Å⁻¹: 0.3

Geometry as ORCA input:
```
! RIJCOSX wB97M-V def2-TZVPD def2/J DEFGRID3
* xyz 0 5
Ir 0.620 -0.302 -0.106
C 5.374 -0.590 -2.242
C 4.425 -1.109 -1.198
C 3.407 -1.998 -1.539
C 2.500 -2.435 -0.586
C 2.615 -1.979 0.733
C 3.647 -1.123 1.098
C 4.538 -0.694 0.128
S 1.390 -2.467 1.931
O 1.173 -3.884 1.873
O 1.743 -1.847 3.170
N 0.116 -1.689 1.233
C -1.195 -2.308 1.133
C -1.996 -1.654 -0.002
O -3.160 -1.947 -0.136
O -1.323 -0.845 -0.781
H 5.346 -1.201 -3.142
H 6.398 -0.573 -1.868
H 5.111 0.433 -2.522
H 3.316 -2.346 -2.560
H 1.724 -3.147 -0.843
H 3.715 -0.785 2.123
H 5.338 -0.017 0.407
H -1.768 -2.194 2.055
H -1.107 -3.378 0.933
O 1.086 0.952 -1.701
N 1.871 1.995 -1.437
C 2.533 2.532 -2.488
C 3.322 3.632 -2.329
C 3.431 4.203 -1.054
C 2.752 3.645 -0.003
C 1.947 2.507 -0.181
S 1.112 1.755 1.126
H 2.361 2.017 -3.421
H 3.839 4.043 -3.183
H 4.044 5.080 -0.899
H 2.812 4.059 0.993
*
```

Results of the Löwdin charge analysis, in e, for atoms 1 through 4: Ir 1.3367; C -0.0370; C -0.2618; C -0.0343


5.
Here is C14H13IrN2O5S2 as an isolated structure from the OMol25 dataset. Energies are from wB97M-V/def2-TZVPD.

ΔE to the lowest compared entry with this formula, charge and spin in kcal per mole: 2.12
Kohn-Sham gap (spin up / spin down) in eV: 7.8 / 7.3
Energy in eV: -52451.893
F_max in eV Å⁻¹: 0.8

Geometry as ORCA input:
```
! RIJCOSX wB97M-V def2-TZVPD def2/J DEFGRID3
* xyz 0 5
Ir 0.738 0.831 -0.626
C -0.477 -6.145 -0.476
C 0.318 -4.876 -0.612
C 1.641 -4.813 -0.189
C 2.388 -3.656 -0.348
C 1.795 -2.539 -0.920
C 0.475 -2.578 -1.353
C -0.251 -3.745 -1.196
S 2.760 -1.069 -1.074
O 2.162 -0.263 -2.165
O 4.125 -1.472 -1.200
N 2.446 -0.118 0.174
C 2.344 -0.666 1.520
C 0.890 -0.608 1.991
O 0.535 -1.166 3.001
O 0.092 0.114 1.223
H -0.033 -6.813 0.261
H -0.510 -6.675 -1.430
H -1.504 -5.937 -0.179
H 2.096 -5.681 0.273
H 3.425 -3.619 -0.043
H 0.016 -1.712 -1.812
H -1.280 -3.780 -1.531
H 2.918 -0.049 2.214
H 2.696 -1.693 1.603
O -1.262 0.544 -1.317
N -2.119 1.553 -1.193
C -3.432 1.257 -1.324
C -4.376 2.240 -1.251
C -3.965 3.559 -1.038
C -2.628 3.832 -0.891
C -1.678 2.805 -0.957
S 0.009 3.077 -0.740
H -3.636 0.210 -1.484
H -5.418 1.976 -1.355
H -4.692 4.358 -0.987
H -2.269 4.836 -0.720
*
```

Results of the Löwdin charge analysis, in e, for atoms 1 through 4: Ir 1.3463; C -0.0454; C -0.2596; C -0.0243


6.
Here is C14H13IrN2O5S2 as an isolated structure at a distorted geometry from the OMol25 dataset. Energies are from wB97M-V/def2-TZVPD.

ΔE to the lowest compared entry with this formula, charge and spin in kcal per mole: 14.54
Kohn-Sham gap (spin up / spin down) in eV: 7.5 / 6.9
Energy in eV: -52451.354
F_max in eV Å⁻¹: 1.5

Geometry as ORCA input:
```
! RIJCOSX wB97M-V def2-TZVPD def2/J DEFGRID3
* xyz 0 5
Ir 0.092 0.788 -1.991
C 2.141 -2.044 3.568
C 1.376 -1.962 2.272
C 0.125 -1.357 2.212
C -0.586 -1.284 1.024
C -0.030 -1.835 -0.128
C 1.214 -2.474 -0.085
C 1.907 -2.515 1.107
S -0.951 -1.806 -1.623
O -1.916 -0.711 -1.457
O -1.401 -3.132 -1.900
N -0.029 -1.155 -2.778
C 1.249 -1.761 -3.205
C 2.399 -0.985 -2.650
O 3.525 -1.433 -2.611
O 2.068 0.261 -2.293
H 1.710 -1.390 4.327
H 3.185 -1.760 3.424
H 2.131 -3.063 3.960
H -0.301 -0.929 3.114
H -1.552 -0.798 0.981
H 1.654 -2.925 -0.963
H 2.886 -2.985 1.131
H 1.336 -1.650 -4.287
H 1.351 -2.812 -2.956
O 0.021 1.802 -0.178
N -1.019 2.654 -0.017
C -1.373 2.934 1.261
C -2.381 3.814 1.510
C -3.036 4.410 0.424
C -2.657 4.101 -0.854
C -1.609 3.198 -1.091
S -1.090 2.724 -2.663
H -0.792 2.412 2.005
H -2.651 4.028 2.534
H -3.845 5.110 0.592
H -3.151 4.532 -1.715
*
```

Results of the Löwdin charge analysis, in e, for atoms 1 through 4: Ir 1.3925; C -0.0468; C -0.2590; C -0.0346